Formula: C22H68IN28O11
Source: the Open Molecules 2025 dataset
Level of theory: ωB97M-V/def2-TZVPD

Properties
Energy relative to the best compared isomer or geometry (same formula, charge and spin), kcal/mol: 0.0
HOMO, eV: -10.2
E_tot, Ha: -3537.78336
Strongest force on any atom, eV Å⁻¹: 3.94
E_LUMO, eV: -2.623
Net charge: +1
Spin multiplicity: 1

```
130
Properties=species:S:1:pos:R:3:mulliken_charge:R:1
C -3.8631 2.8589 6.4693 -0.986
C -4.5988 2.8832 5.0878 -0.533
C -3.7724 3.5145 3.9379 -0.128
C -3.0224 2.5128 3.0441 -0.136
N -3.7543 1.2295 2.8014 -0.134
C -3.0170 0.0876 3.0187 -0.015
N -2.7767 -0.5837 4.1402 -0.445
C -2.0303 -1.6955 3.8464 0.603
N -1.5855 -2.6737 4.6428 0.431
C -0.7757 -3.7060 4.0177 -1.292
N -1.4343 -4.9931 3.8801 -0.129
C -2.6785 -4.9446 3.0890 -0.890
C -1.8821 -2.6128 6.0801 -1.271
I -2.4660 -4.4926 6.9632 0.117
C -0.5641 -2.1459 6.8567 -0.340
C -0.7918 -0.8142 7.6199 -0.983
N -1.8354 -1.6127 2.5364 0.337
N -2.4163 -0.5435 1.9892 -0.399
H -4.2226 1.9934 7.0413 0.249
H -2.7709 2.8842 6.3678 0.175
H -4.1868 3.7470 7.0297 0.372
H -4.9866 1.8798 4.8729 0.337
H -5.4848 3.5218 5.2280 0.338
H -3.0211 4.1649 4.4137 0.371
H -4.4218 4.1716 3.3582 -0.250
H -2.9067 3.0017 2.0646 0.444
H -1.9909 2.3409 3.3985 -0.045
H -4.1244 1.1929 1.8572 0.368
H -0.3548 -3.4062 3.0418 0.466
H 0.0961 -3.8636 4.6774 0.417
H -0.8155 -5.6325 3.3849 0.312
H -3.4388 -5.5243 3.6422 0.365
H -2.5984 -5.4373 2.0987 0.220
H -3.1109 -3.9445 2.9530 0.298
H -2.6550 -1.8861 6.3256 0.754
H -0.2142 -2.9497 7.5106 0.558
H 0.2187 -1.9709 6.1047 0.243
H -0.0165 -0.1103 7.2838 0.223
H -0.6648 -0.9793 8.6936 0.285
H -1.7508 -0.3420 7.3692 0.262
H -1.3143 -2.2193 1.9192 0.115
H -2.4075 -0.2544 1.0098 0.320
C -4.0813 6.2414 1.2651 0.563
O -3.5493 5.1729 1.5421 -0.595
N -5.4146 6.4599 1.4229 -0.311
N -3.3820 7.3008 0.7768 -0.393
H -5.8666 7.3311 1.2009 0.187
H -5.9668 5.7028 1.7809 0.196
H -2.3944 7.1787 0.6469 0.209
H -3.7997 8.1835 0.5450 0.169
C -1.0560 -1.2882 -1.3390 0.752
O -1.7493 -0.3903 -0.8678 -0.756
N -0.1407 -1.0552 -2.3133 -0.510
N -1.1498 -2.5859 -0.9298 -0.330
H 0.4369 -1.7709 -2.7217 0.212
H -0.0504 -0.1084 -2.6424 0.220
H -1.8268 -2.7999 -0.2210 0.152
H -0.5925 -3.3318 -1.3078 0.182
C 3.4319 -1.9107 -0.8549 0.521
O 3.4681 -2.3514 -1.9912 -0.656
N 2.3987 -1.1437 -0.4023 -0.250
N 4.4216 -2.1447 0.0569 -0.366
H 2.3426 -0.7673 0.5251 0.131
H 1.6568 -0.9554 -1.0566 0.183
H 5.1987 -2.7069 -0.2427 0.249
H 4.4112 -1.7906 0.9949 0.157
C -7.8856 9.1232 -0.8974 0.661
O -7.1495 9.6100 -0.0539 -0.647
N -9.0276 8.4505 -0.5723 -0.388
N -7.6282 9.2129 -2.2329 -0.383
H -9.6466 8.0443 -1.2480 0.165
H -9.2490 8.3682 0.4032 0.216
H -6.7963 9.7031 -2.5073 0.217
H -8.2190 8.8219 -2.9420 0.167
C -1.5534 -8.2526 1.4138 0.711
O -1.5301 -7.1227 0.9397 -0.649
N -1.9173 -8.4957 2.7101 -0.317
N -1.2212 -9.3520 0.6932 -0.400
H -1.9431 -9.4115 3.1171 0.171
H -2.1723 -7.7065 3.2750 0.197
H -0.9476 -9.2125 -0.2701 0.211
H -1.2342 -10.2829 1.0649 0.149
C 6.1543 1.3042 -2.6958 0.629
O 6.4683 2.4708 -2.8625 -0.710
N 5.3811 0.9039 -1.6502 -0.339
N 6.5469 0.3051 -3.5410 -0.339
H 5.1087 -0.0481 -1.4910 0.203
H 5.0734 1.6142 -1.0113 0.192
H 7.1215 0.5633 -4.3227 0.206
H 6.2951 -0.6586 -3.4188 0.170
C 8.1316 5.2354 -5.2076 0.702
O 7.4493 6.0996 -4.6856 -0.650
N 9.0168 5.5083 -6.2129 -0.404
N 8.0640 3.9260 -4.8319 -0.288
H 9.5861 4.8140 -6.6574 0.152
H 9.0881 6.4630 -6.5136 0.225
H 7.4175 3.6878 -4.0941 0.272
H 8.6140 3.1998 -5.2486 0.131
C 0.7027 3.3263 5.9573 0.677
O 0.0108 3.8868 6.7821 -0.603
N 0.2513 2.2506 5.2354 -0.179
N 1.9807 3.7153 5.6788 -0.412
H 0.8066 1.7742 4.5506 0.148
H -0.6846 1.9297 5.4107 -0.047
H 2.3411 4.5006 6.1905 0.239
H 2.5666 3.2657 5.0018 0.142
C -1.9086 -9.6900 -3.3148 0.638
O -1.1449 -9.2657 -2.4612 -0.659
N -3.0755 -10.3223 -3.0041 -0.353
N -1.6548 -9.5650 -4.6469 -0.426
H -3.7158 -10.6780 -3.6885 0.176
H -3.2935 -10.4304 -2.0304 0.207
H -0.8028 -9.1042 -4.9099 0.217
H -2.2661 -9.9052 -5.3648 0.159
C 5.0071 2.7235 -7.3840 0.530
O 4.8071 3.6270 -8.1734 -0.659
N 5.5200 2.9379 -6.1349 -0.218
N 4.7352 1.4141 -7.6813 -0.297
H 5.6899 2.2084 -5.4696 0.101
H 5.7315 3.8864 -5.8797 0.147
H 4.3532 1.2117 -8.5953 0.218
H 4.8926 0.6568 -7.0437 0.141
C 5.2708 -0.9931 -10.2625 0.656
O 4.3183 -0.2795 -9.9963 -0.684
N 5.2455 -1.8959 -11.2830 -0.427
N 6.4396 -0.9425 -9.5599 -0.332
H 6.0165 -2.4907 -11.5199 0.154
H 4.3997 -1.9560 -11.8203 0.219
H 6.4905 -0.2816 -8.8044 0.207
H 7.2359 -1.5170 -9.7608 0.168
```


Formula: C22H68N4O10
Source: the Open Molecules 2025 dataset
Level of theory: ωB97M-V/def2-TZVPD

Properties
Energy relative to the best compared isomer or geometry (same formula, charge and spin), kcal/mol: 18.7
HOMO, eV: -9.4
E_tot, Ha: -1850.25471
Strongest force on any atom, eV Å⁻¹: 1.81
SMILES: COC[C@H](C)N.COC[C@H](C)N.COC[C@H](C)N.COC[C@H](C)N.CO.CO.CO.CO.CO.CO
E_LUMO, eV: 0.451
Net charge: 0
Spin multiplicity: 1

```
104
Properties=species:S:1:pos:R:3:mulliken_charge:R:1
C -0.7509 1.2382 -3.1775 -0.996
O 0.2897 2.1553 -3.4764 0.200
C 0.1764 2.8262 -4.7165 -1.155
C 1.5266 3.4746 -5.0135 1.124
C 1.9010 4.5739 -4.0237 -1.164
N 1.5647 4.0156 -6.3863 -0.719
H -0.8803 0.4424 -3.9150 0.370
H -1.6676 1.8448 -3.1895 0.545
H -0.5866 0.9178 -2.1538 -0.095
H -0.0434 2.0769 -5.4868 0.471
H -0.6479 3.5437 -4.6365 0.299
H 2.2278 2.6394 -4.8657 -0.240
H 1.7243 4.1881 -3.0167 0.057
H 1.2808 5.4462 -4.2273 0.339
H 2.9522 4.8478 -4.1081 0.377
H 1.1556 3.3078 -6.9973 0.300
H 2.5514 4.0293 -6.6347 0.323
C 0.9863 -2.6224 -3.6372 -0.643
O 1.7774 -1.4698 -3.8332 -0.473
C 2.2872 -0.9166 -2.6498 -0.271
C 3.1188 0.3133 -2.9748 1.916
C 4.0102 0.1799 -4.2041 -1.829
N 4.0002 0.6375 -1.7954 -0.457
H 1.5975 -3.4011 -3.1726 0.324
H 0.6520 -2.9638 -4.6136 0.344
H 0.1188 -2.3954 -3.0118 0.138
H 1.5059 -0.6979 -1.9146 -0.297
H 2.8911 -1.6779 -2.1250 0.550
H 2.4189 1.1341 -3.1439 -1.164
H 4.4165 1.1544 -4.4904 0.441
H 3.4321 -0.1168 -5.0848 0.347
H 4.8443 -0.5154 -4.0880 0.523
H 4.1890 1.6412 -1.8010 0.255
H 4.9007 0.2902 -2.1174 0.264
C -2.5141 -3.0094 3.3529 -1.059
O -2.7456 -1.7865 2.6718 -0.109
C -3.2953 -0.7493 3.4857 -0.609
C -4.7549 -1.0839 3.8439 0.425
C -5.6787 -1.1102 2.6221 -1.292
N -5.3145 -0.1301 4.8197 -0.754
H -3.4104 -3.6242 3.3802 0.241
H -2.1115 -2.8401 4.3587 0.374
H -1.6767 -3.4887 2.8435 0.304
H -2.7965 -0.7260 4.4628 0.207
H -3.1964 0.2037 2.9724 0.274
H -4.8207 -2.0680 4.3062 0.319
H -5.9569 -0.1333 2.2251 0.365
H -6.5560 -1.6843 2.9273 0.351
H -5.3000 -1.6570 1.7544 0.233
H -4.6926 -0.0934 5.6229 0.285
H -5.2905 0.7909 4.3885 0.309
C 2.3477 -2.2962 5.3710 -0.679
O 1.9410 -0.9589 5.4622 -0.468
C 1.2893 -0.5362 4.2845 -0.061
C 0.5861 0.7822 4.5766 0.366
C -0.3126 1.2463 3.4361 0.332
N 1.5274 1.8560 4.9601 -0.796
H 3.1384 -2.4822 4.6383 0.251
H 1.5159 -2.9450 5.0699 0.249
H 2.6750 -2.6523 6.3446 0.310
H 2.0196 -0.3959 3.4749 -0.144
H 0.5759 -1.2847 3.9150 0.296
H -0.1206 0.5889 5.3903 0.306
H -0.9020 0.4466 2.9796 -0.352
H 0.2431 1.6420 2.5782 -0.816
H -1.0184 2.0172 3.7421 0.498
H 2.2002 1.3848 5.5707 0.369
H 2.0954 1.9861 4.1175 0.297
C -3.8893 -1.7139 -1.3255 0.000
O -3.0279 -2.8107 -1.6402 -0.509
H -3.7442 -1.5956 -0.2552 -0.267
H -3.5563 -0.7820 -1.7877 0.143
H -4.9259 -1.8855 -1.6096 0.336
H -3.0793 -3.0358 -2.5742 0.230
C 1.7158 3.2525 0.0011 -0.344
O 3.0461 3.6766 -0.2321 -0.511
H 1.0621 4.1208 0.1603 0.508
H 1.3231 2.7023 -0.8559 -0.121
H 1.6344 2.6255 0.8991 0.124
H 3.2348 4.3949 0.3757 0.290
C -1.0590 -5.3630 -0.8456 -0.784
O -0.8080 -4.0292 -0.4747 -0.362
H -1.2474 -5.4522 -1.9215 0.266
H -0.2109 -6.0025 -0.6067 0.274
H -1.9281 -5.7539 -0.3045 0.262
H -1.5059 -3.4507 -0.8301 0.340
C 3.4574 -1.1624 1.1387 -0.090
O 3.5067 0.2386 0.9729 -0.568
H 3.5174 -1.4089 2.1992 0.024
H 2.5456 -1.4833 0.6209 -0.067
H 4.2703 -1.7580 0.6939 0.340
H 3.5894 0.4108 -0.0010 0.433
C 0.0449 -0.6113 0.4785 0.501
O -1.3599 -0.4857 0.4982 0.572
H 0.4623 0.1415 -0.1938 -0.568
H 0.4901 -0.3121 1.4394 -0.276
H 0.3605 -1.6299 0.2361 0.467
H -1.7037 -1.1231 1.1385 -0.292
C -1.8913 2.8425 -0.1051 -0.009
O -2.7487 1.7343 -0.2704 -0.606
H -2.4223 3.7245 0.2538 0.429
H -1.1034 2.6254 0.6264 -0.234
H -1.4082 3.0953 -1.0572 0.022
H -2.2517 0.9137 -0.1089 0.218
```